9
Properties=species:S:1:pos:R:3 method="wB97M-V/def2-TZVPD" orbital_gap_ev="9.39 / 6.11" homo_energy_ev="-10.29 / -8.57" de_lowest_ev=5.450
S -0.60955 -1.04176 0.89023
O 1.65060 0.02202 1.09766
O -0.58401 -2.33216 0.25873
O 2.33477 1.43538 -0.38340
N 2.43009 0.87844 0.66588
C -1.29140 0.10226 -0.38233
H -2.32005 0.27612 -0.42821
H -0.55365 0.92818 -0.25684
H -1.05681 -0.26849 -1.46173



55
Properties=species:S:1:pos:R:3 method="wB97M-V/def2-TZVPD" orbital_gap_ev="2.38 / 5.57" homo_energy_ev="0.34 / -5.26" spin_multiplicity=3 total_charge=-1
Ag -27.66205 9.48498 -8.01724
F -30.99487 9.03266 -4.99999
F -32.30471 10.78606 -4.69368
F -26.77228 10.37815 -12.48194
F -30.35104 10.57900 -3.74425
F -28.03647 12.08198 -12.67853
F -25.87713 12.24024 -12.26951
O -27.88853 7.34598 -6.85065
O -26.02424 9.88916 -6.36840
O -28.72109 11.46250 -10.17220
O -26.24773 7.83241 -9.23922
O -29.10132 8.57878 -9.62254
O -26.61272 10.98456 -9.42538
O -29.05901 10.71251 -6.58615
O -30.18866 12.57621 -5.84117
C -28.98740 6.42893 -6.60476
C -31.33442 13.43354 -5.60295
C -26.17069 7.88710 -10.67915
C -29.62765 12.56874 -9.89388
C -30.32146 11.18329 -6.08965
C -27.01306 11.60870 -11.95230
C -30.76781 12.43829 -10.90956
C -27.35018 11.70753 -10.39534
C -31.06024 10.38600 -4.90272
C -30.73944 14.87546 -5.40011
C -30.52167 8.33318 -9.50276
C -24.65937 9.47856 -6.27949
H -30.28213 15.28760 -6.29962
H -30.04251 12.38101 -8.90354
H -28.87126 5.83106 -5.70079
H -30.90526 11.40095 -11.21473
H -29.27263 13.59574 -9.80823
H -23.95600 10.29740 -6.12820
H -26.21141 10.44834 -5.61085
H -30.90114 7.32329 -9.34713
H -30.21852 14.87710 -4.44264
H -30.93766 8.77866 -8.59911
H -26.71589 8.75906 -11.04049
H -26.62567 7.00886 -11.13719
H -25.16250 8.06814 -11.05180
H -31.69324 12.76841 -10.43765
H -31.01425 8.83344 -10.33654
H -24.45029 8.79008 -5.46072
H -27.19963 12.77494 -10.23382
H -31.91197 13.62578 -6.50716
H -31.69001 15.39761 -5.29114
H -29.84772 7.02339 -6.29726
H -30.59757 13.04783 -11.79700
H -27.24831 7.06896 -6.19113
H -28.83032 8.04263 -10.37134
H -31.02313 11.17650 -6.92374
H -31.94895 13.07974 -4.77514
H -29.17502 5.74057 -7.42881
H -24.39988 9.04730 -7.24633
H -25.63643 7.19525 -8.86248



87
Properties=species:S:1:pos:R:3 method="wB97M-V/def2-TZVPD" orbital_gap_ev="7.54 / 7.82" homo_energy_ev="-11.20 / -11.20" spin_multiplicity=3 de_lowest_ev=1.077 total_charge=+1
V 2.84244 0.02080 0.77353
O 3.35599 -0.88747 -0.64064
O -2.45877 3.26301 -1.88981
O -0.92217 -0.37507 -2.54669
O -1.87820 -1.93036 -3.69087
O 0.12709 -6.34463 -3.64991
O 1.98341 -6.65072 -2.60136
O 2.54690 0.30428 2.44189
O 4.63498 -2.68407 -1.08634
O 2.74140 0.52555 4.66306
N -1.61157 -0.63281 1.25661
N 2.52241 3.95492 -0.65269
N 1.09183 -5.95800 -3.03326
N -1.25774 -1.89611 0.91944
N 3.42093 3.49690 -1.56397
N 0.47853 -0.48255 0.68018
N -0.96988 -1.48541 -3.03467
N 2.80942 1.87594 -0.14732
N -4.15774 3.23221 -3.29034
N -3.25771 4.25342 -3.68557
C -3.63989 2.69429 -2.25278
C 1.19565 -4.49358 -2.79266
C -0.02293 -3.68328 3.87368
C -5.60308 -0.29213 -1.13647
C 2.31492 -0.11870 3.76609
C -3.81132 0.08373 0.42712
C 0.10200 -3.70855 -3.09601
C 3.60440 -2.11297 -1.22909
C 2.02782 -2.54185 3.26879
C -4.11280 1.55769 -1.45517
C -0.82651 5.94026 -3.82319
C 0.00179 -1.76132 0.58889
C 1.52024 -1.36844 3.83559
C 2.41742 -2.63480 -1.96238
C -2.29988 4.21784 -2.84018
C 3.56815 2.24571 -1.23106
C -4.89810 -0.66665 0.00418
C -0.88456 -4.91932 3.85414
C 2.06081 5.35422 -0.70567
C 0.27019 -1.33786 4.45274
C -1.07056 5.01857 -2.80800
C -0.13925 4.83765 -1.79783
C -0.57492 0.18401 1.12404
C 2.35138 -3.99723 -2.22937
C 0.35546 6.65881 -3.82609
C 1.34630 -1.80675 -2.27234
C 1.24811 -3.68793 3.30893
C -3.43250 1.20049 -0.30389
C -0.48324 -2.50520 4.45317
C 1.05056 5.55316 -1.80484
C 1.29980 6.45988 -2.82435
C 0.21404 -2.36392 -2.82143
C -0.26038 -0.08680 5.10905
C -5.21179 0.81254 -1.87308
C -2.99620 -0.31510 1.63267
C 3.42589 -2.62873 2.69696
C 2.17461 2.99937 0.18287
H 3.17947 -4.65168 -1.99552
H 4.17888 -2.40762 3.45456
H -1.32162 -0.19337 5.32760
H 1.37029 -0.74559 -2.07608
H 4.22206 1.56725 -1.75331
H 1.64185 -4.60853 2.88979
H -6.45306 -0.87853 -1.45962
H -1.46220 -2.49395 4.92226
H -0.53664 -5.63235 3.10761
H 2.22975 7.01667 -2.83921
H -2.95149 0.48660 2.36907
H -0.87163 -5.41878 4.82514
H -5.73794 1.09907 -2.77462
H 0.60283 -2.60473 0.28537
H 1.65447 5.58415 0.27848
H -3.39798 -1.20683 2.10501
H -0.79997 -4.13265 -3.51261
H -1.56390 6.07234 -4.60445
H -2.58553 1.79919 0.00970
H -1.92061 -4.66499 3.62771
H 0.25920 0.11242 6.04706
H 3.63572 -1.94315 1.86726
H 1.48426 3.12777 1.00026
H -0.34818 4.12332 -1.00866
H -0.62845 1.24083 1.33346
H 3.62420 -3.62450 2.30622
H -0.12124 0.79842 4.48396
H 0.55135 7.37053 -4.61713
H 2.93910 5.97114 -0.87193
H -5.19621 -1.54940 0.55834



What did the first record say?
9
Properties=species:S:1:pos:R:3 method="wB97M-V/def2-TZVPD" orbital_gap_ev="9.39 / 6.11" homo_energy_ev="-10.29 / -8.57" de_lowest_ev=5.450
S -0.60955 -1.04176 0.89023
O 1.65060 0.02202 1.09766
O -0.58401 -2.33216 0.25873
O 2.33477 1.43538 -0.38340
N 2.43009 0.87844 0.66588
C -1.29140 0.10226 -0.38233
H -2.32005 0.27612 -0.42821
H -0.55365 0.92818 -0.25684
H -1.05681 -0.26849 -1.46173